# 1
Below is a cluster of 2 separate species, C3H4FN in total in a non-equilibrium geometry, with properties calculated with wB97M-V/def2-TZVPD.

ORCA input file:
```
! RIJCOSX wB97M-V def2-TZVPD def2/J DEFGRID3
* xyz 0 1
F 2.128 -1.236 0.484
H 1.083 2.722 -0.285
H -1.821 -2.588 -0.354
H -0.577 1.835 0.020
C 1.352 -0.507 -0.272
C -1.521 -1.729 0.391
C 0.517 1.755 -0.178
N 0.986 0.592 -0.002
H -2.148 -0.844 0.196
*
```

orbital gap (spin up / spin down): 0.2678 / 0.2685 Eh
relative energy (zero: lowest compared OMol25 entry of this formula, charge and spin): 724.50 kJ/mol
strongest force on any atom: 4.91 eV Å⁻¹

# 2
Below is a structure of composition C25H25BF4NO3 in a non-equilibrium geometry, with properties calculated with wB97M-V/def2-TZVPD.

ORCA input file:
```
! RIJCOSX wB97M-V def2-TZVPD def2/J DEFGRID3
* xyz 1 1
H -3.509 -1.936 1.046
O -2.250 2.266 0.670
C -2.330 -0.882 -3.358
H -1.178 -3.383 3.248
H -4.677 2.225 2.285
C -1.756 0.874 3.418
H 7.375 2.124 -3.244
H -5.050 -1.027 1.001
F -3.206 -1.798 -3.906
C -0.204 -3.819 2.906
C 3.150 -0.604 -1.558
H 0.955 -1.062 3.503
H -4.550 -0.426 3.316
C 4.111 1.547 -2.364
C -0.613 0.925 -2.181
H 0.017 1.707 -1.766
C 0.535 -2.796 2.117
H -1.341 -0.140 3.491
F -1.597 2.654 -3.558
F 5.165 3.554 -3.083
C -3.687 -0.466 2.655
H -1.853 3.488 2.333
H -0.348 -4.749 2.323
C 1.457 -0.927 1.313
H -2.942 -1.150 3.077
H 3.268 -1.680 -1.494
H 1.065 -1.980 -1.744
H 5.501 -1.573 -1.984
F 7.750 -0.451 -2.789
C -0.503 -0.446 -1.809
H -3.217 3.938 1.244
H 1.709 0.941 -1.079
C 1.017 -1.639 0.230
C 6.550 0.205 -2.630
B -2.866 1.101 1.041
C 5.447 -0.513 -2.222
C 4.222 0.172 -2.066
H -1.474 -2.349 -2.030
C 0.828 -1.110 -1.111
C -1.452 -1.306 -2.358
O 0.542 -2.858 0.729
N -2.973 0.869 2.553
C 1.928 -0.105 -1.242
C 6.494 1.569 -2.955
H -3.050 0.766 -4.622
C 5.253 2.214 -2.769
C -2.385 0.444 -3.822
C -3.640 2.252 2.656
H 0.318 -4.079 3.836
H 3.147 2.070 -2.252
C -3.970 -0.948 1.226
H -0.995 1.539 3.010
H 2.155 -0.069 1.236
H -3.667 2.622 3.687
C -2.711 3.118 1.758
O -3.378 0.063 0.338
C -1.529 1.323 -3.167
H -2.037 1.238 4.413
C 0.981 -1.536 2.503
*
```

orbital gap: 0.2780 Eh
relative energy (zero: lowest compared OMol25 entry of this formula, charge and spin): 15.84 kJ/mol
strongest force on any atom: 3.67 eV Å⁻¹

# 3
Below is a cluster of 13 separate species, C22H70N8O22 in total in a non-equilibrium geometry, with properties calculated with wB97M-V/def2-TZVPD.

ORCA input file:
```
! RIJCOSX wB97M-V def2-TZVPD def2/J DEFGRID3
* xyz 0 1
H -6.158 0.422 -4.441
H -0.860 0.303 -1.111
H -3.648 -2.527 -4.618
H -3.201 5.637 -0.097
H -1.650 -1.474 -4.445
C -5.878 2.137 -2.573
C 0.324 -3.147 5.624
C 5.747 -0.368 3.348
C 4.459 4.594 -0.690
C -3.707 3.449 2.279
H 1.297 -5.308 7.562
O 3.534 5.488 -7.580
C 3.820 4.073 -7.567
H 5.023 6.052 -1.797
C 1.358 3.931 5.620
H -1.514 -1.338 0.195
H 5.957 -0.756 -2.733
H -4.665 -4.553 0.882
O -2.042 0.989 -4.353
H 1.864 -2.807 7.154
H 0.678 -5.166 -1.062
O -4.139 -3.919 -1.119
H -5.564 -3.695 3.905
H -1.573 1.826 -4.384
H 6.245 0.841 -3.507
N 5.321 5.147 -1.461
H -5.290 2.947 -3.005
O 4.392 -0.219 -3.769
O -3.584 -1.646 -4.995
N 5.413 -1.151 2.390
H -3.486 -4.599 -1.300
H 1.137 3.226 4.818
H -6.122 -2.516 0.109
H -2.921 3.343 0.252
H -5.291 -5.484 -0.323
N 0.068 0.162 -0.739
H -1.758 4.133 1.270
H -3.944 -3.543 4.452
H 2.585 -4.041 0.357
O 6.817 -0.271 3.913
H 3.048 2.726 -4.960
C 1.398 -3.599 6.567
H 0.893 0.250 -1.316
C 1.917 3.407 6.927
O 2.798 3.559 -5.367
H 1.457 2.470 7.242
H 4.511 -0.918 2.000
H 2.081 -4.202 5.968
H -0.804 -1.481 1.774
C 2.665 3.383 -6.785
H -0.967 0.312 -5.965
H 5.895 3.303 -0.429
H -6.361 2.525 -1.676
C -6.309 -3.568 -0.104
N 4.755 0.435 3.642
O 1.159 -0.175 1.283
C 5.841 -0.163 -3.641
O 3.332 3.315 6.996
H 4.108 -1.111 -3.980
H 4.781 3.828 -7.114
H 6.273 4.809 -1.446
C -1.982 0.213 -5.582
C -2.276 -1.267 -5.313
O 3.150 -4.615 -1.506
H 3.926 3.707 -8.589
O 1.322 -7.007 -0.556
H 3.895 0.267 3.139
O -5.171 0.920 -2.124
H -2.719 0.719 -6.206
H -7.573 -3.256 1.225
N -6.334 -1.746 4.824
C 2.655 -4.960 -0.226
H 4.398 2.855 0.394
H 3.710 4.193 6.907
H 6.073 -2.733 -5.633
H 6.300 -0.502 -5.755
O 5.908 -2.299 -4.793
O 0.180 4.740 5.869
H 2.717 2.329 -7.057
H 4.825 1.062 4.430
H 1.507 4.126 7.636
H -6.810 -2.375 4.193
O 0.765 -4.509 7.535
H 0.523 5.400 6.476
H -6.675 -0.872 5.199
H 4.074 -4.371 -1.415
O 3.330 5.000 -0.495
C 1.247 -5.616 -0.249
H 0.738 -2.431 4.914
H -0.622 -4.755 5.579
O -0.340 -4.186 4.859
H 2.230 -7.198 -0.805
H 1.633 3.705 -6.924
C -5.035 -4.441 -0.137
N -0.793 -1.072 0.851
H -3.369 2.429 2.465
C 0.221 -0.305 0.510
H -2.929 4.600 3.780
H -7.806 1.054 -3.229
O -4.475 -1.468 5.989
H 7.568 -1.040 -4.565
O -3.778 4.451 3.355
C -7.079 1.817 -3.511
H 3.662 5.780 -6.675
H 3.380 -5.602 0.274
H 2.008 4.729 5.263
N -4.894 -3.202 4.478
H -0.458 -2.659 6.206
H -4.727 3.408 1.899
H -7.641 2.735 -3.680
H -6.775 -3.564 -1.090
C -2.829 4.037 1.087
C -5.129 -2.120 5.174
N 4.897 3.395 -0.299
H 6.173 -1.499 1.822
O -7.144 -4.075 0.966
H -1.939 -1.915 -6.122
H 0.634 -5.613 0.653
O -6.492 1.281 -4.709
H -4.510 0.698 -2.784
C 6.504 -0.958 -4.786
O -3.371 5.303 0.787
*
```

orbital gap: 0.3505 Eh
relative energy (zero: lowest compared OMol25 entry of this formula, charge and spin): 667.21 kJ/mol
strongest force on any atom: 5.49 eV Å⁻¹

# 4
Below is an isolated molecule of C2H6N4 in a non-equilibrium geometry, with properties calculated with wB97M-V/def2-TZVPD.

ORCA input file:
```
! RIJCOSX wB97M-V def2-TZVPD def2/J DEFGRID3
* xyz 0 1
N 1.323 0.712 -1.230
H 1.419 -1.165 -1.898
H -2.031 -1.581 1.328
N -0.066 -1.069 -0.254
H -0.340 -2.017 -0.413
H 1.644 2.561 -0.541
N 0.928 1.789 -0.359
H 0.737 1.638 0.737
C -1.755 -0.455 1.237
N -0.750 -0.054 0.481
H -1.981 0.082 2.093
C 0.873 -0.440 -1.180
*
```

orbital gap: 0.3307 Eh
relative energy (zero: lowest compared OMol25 entry of this formula, charge and spin): 422.10 kJ/mol
strongest force on any atom: 4.73 eV Å⁻¹

# 5
Below is an isolated molecule of C3H3NO2, with properties calculated with wB97M-V/def2-TZVPD.

ORCA input file:
```
! RIJCOSX wB97M-V def2-TZVPD def2/J DEFGRID3
* xyz 0 1
C -0.135 1.413 0.296
N -0.245 -0.965 -0.155
H -2.340 -0.941 0.155
C -1.370 -0.466 0.091
H 0.758 0.479 -1.243
O -1.368 0.940 0.325
H 2.235 -0.832 0.106
C 0.653 0.198 -0.170
O 1.867 -0.009 0.459
*
```

orbital gap: 0.3505 Eh
relative energy (zero: lowest compared OMol25 entry of this formula, charge and spin): 377.33 kJ/mol
strongest force on any atom: 0.63 eV Å⁻¹

# 6
Below is an isolated molecule of C3H4NOPS2 in a non-equilibrium geometry, with properties calculated with wB97M-V/def2-TZVPD.

ORCA input file:
```
! RIJCOSX wB97M-V def2-TZVPD def2/J DEFGRID3
* xyz 0 1
C 0.241 -0.311 -0.215
S -3.436 -0.635 0.597
H 3.266 1.343 0.346
C -0.998 0.116 -0.869
H -1.097 -0.099 -2.028
H 2.438 0.623 1.591
S -1.618 1.760 -0.431
N 1.276 0.371 -0.392
C -2.231 0.178 -0.104
H -0.717 -1.861 0.498
O 0.145 -1.425 0.590
P 2.731 -0.058 0.416
*
```

orbital gap: 0.3106 Eh
relative energy (zero: lowest compared OMol25 entry of this formula, charge and spin): 219.15 kJ/mol
strongest force on any atom: 3.29 eV Å⁻¹

# 7
Below is an isolated molecule of C5H9OP in a non-equilibrium geometry, with properties calculated with wB97M-V/def2-TZVPD.

ORCA input file:
```
! RIJCOSX wB97M-V def2-TZVPD def2/J DEFGRID3
* xyz 0 1
H -1.796 -0.564 0.891
H -1.651 1.064 1.429
H 0.609 -0.272 -2.179
H -1.299 0.572 -0.272
H 2.026 1.577 0.652
O 2.044 0.107 -0.803
H 0.617 -0.291 1.861
H -1.481 -2.652 0.347
C -1.149 0.399 0.729
H 0.715 1.775 -0.646
P -0.794 -2.871 -0.857
H 1.914 -1.424 -2.064
C 0.317 -1.657 -0.727
C 1.264 1.042 0.066
C 0.321 0.201 0.899
C 1.254 -0.805 -1.505
*
```

orbital gap (spin up / spin down): 0.2947 / 0.2987 Eh
relative energy (zero: lowest compared OMol25 entry of this formula, charge and spin): 484.52 kJ/mol
strongest force on any atom: 3.63 eV Å⁻¹

# 8
Below is a structure of composition C7H15ClO6Si2 in a non-equilibrium geometry, with properties calculated with wB97M-V/def2-TZVPD.

ORCA input file:
```
! RIJCOSX wB97M-V def2-TZVPD def2/J DEFGRID3
* xyz -2 1
C -2.351 0.356 0.293
Si 0.767 -1.562 0.009
H 1.979 3.524 0.451
H -1.824 0.627 -2.363
O 1.370 -6.296 0.586
H 1.012 4.501 -0.656
O 2.229 -5.650 -1.409
H 0.854 4.716 1.128
H 3.198 -1.275 -0.146
C 1.998 -5.424 -0.148
H -1.877 0.032 1.220
O -4.085 -0.555 -1.124
C 1.002 4.001 0.316
H -2.810 1.337 0.477
H 2.568 -0.397 1.267
Cl 0.152 1.934 1.814
C -0.069 2.909 0.315
H 1.024 1.774 -1.163
H 0.007 -1.394 1.285
H 1.050 -2.978 -0.292
O 2.393 -4.299 0.384
O -0.172 -0.864 -1.244
H -1.054 3.377 0.407
C -3.483 -0.579 -0.075
H -0.341 2.707 -1.762
O -3.823 -1.493 0.867
C -0.012 2.052 -0.942
H -3.454 -1.246 1.723
H 2.440 0.318 -0.335
C 2.387 -0.631 0.212
Si -1.073 0.479 -1.099
*
```

orbital gap: 0.0643 Eh
strongest force on any atom: 1.34 eV Å⁻¹